{
  "formula": "C36H46PTb",
  "method": "wB97M-V/def2-TZVPD",
  "s_squared": 12.71,
  "gap_ev": [8.344, 8.261],
  "spin_multiplicity": 7,
  "species": ["Tb", "C", "C", "C", "C", "C", "C", "C", "C", "C", "C", "C", "C", "C", "C", "C", "C", "C", "H", "H", "H", "H", "H", "H", "H", "H", "H", "H", "H", "H", "H", "H", "H", "H", "H", "H", "H", "H", "H", "H", "H", "H", "H", "H", "H", "H", "H", "C", "C", "C", "C", "C", "C", "P", "C", "C", "C", "C", "C", "C", "C", "C", "C", "C", "C", "C", "H", "H", "H", "H", "H", "H", "H", "H", "H", "H", "H", "H", "H", "H", "C", "H", "H", "H"],
  "positions_angstrom": [[-13.99, -2.61, 14.45], [-14.88, -5.02, 14.78], [-15.86, -4.14, 15.31], [-16.46, -3.43, 14.16], [-15.79, -3.92, 12.99], [-14.84, -4.91, 13.38], [-13.97, -5.74, 12.50], [-14.50, -5.77, 11.01], [-13.97, -7.20, 13.04], [-12.54, -5.16, 12.45], [-17.61, -2.39, 14.01], [-17.14, -1.02, 14.57], [-18.10, -2.29, 12.56], [-18.92, -2.84, 14.73], [-16.36, -4.27, 16.76], [-16.54, -2.92, 17.45], [-17.69, -5.03, 16.88], [-15.23, -5.07, 17.55], [-14.25, -5.72, 15.35], [-16.12, -3.58, 12.00], [-15.55, -6.01, 10.99], [-13.92, -6.46, 10.39], [-14.43, -4.74, 10.60], [-14.98, -7.58, 13.04], [-13.65, -7.21, 14.08], [-13.33, -7.90, 12.46], [-12.58, -4.13, 12.05], [-11.87, -5.72, 11.80], [-12.16, -5.05, 13.47], [-16.27, -0.66, 14.04], [-16.92, -0.93, 15.63], [-17.97, -0.30, 14.34], [-17.32, -1.87, 11.89], [-18.95, -1.63, 12.50], [-18.34, -3.32, 12.26], [-18.80, -2.78, 15.77], [-19.20, -3.83, 14.38], [-19.70, -2.12, 14.42], [-17.39, -2.37, 17.04], [-15.63, -2.32, 17.39], [-16.77, -3.08, 18.52], [-18.50, -4.38, 16.53], [-17.93, -5.27, 17.92], [-17.66, -5.94, 16.31], [-14.17, -4.69, 17.47], [-15.25, -6.10, 17.16], [-15.60, -5.12, 18.58], [-12.67, -0.69, 21.22], [-13.48, -1.67, 20.61], [-13.48, -1.79, 19.21], [-12.81, -0.85, 18.43], [-12.18, 0.24, 19.03], [-12.12, 0.33, 20.47], [-12.89, -0.94, 16.61], [-12.28, 0.73, 16.06], [-11.28, 0.89, 15.14], [-11.00, 2.16, 14.57], [-11.84, 3.22, 14.86], [-12.87, 3.03, 15.76], [-13.12, 1.78, 16.36], [-11.58, -2.07, 16.18], [-10.27, -1.82, 16.67], [-9.20, -2.70, 16.47], [-9.49, -3.85, 15.71], [-10.76, -4.16, 15.28], [-11.78, -3.20, 15.35], [-12.45, -0.80, 22.28], [-13.92, -2.51, 21.13], [-13.93, -2.64, 18.68], [-11.74, 0.97, 18.38], [-11.66, 1.23, 20.86], [-10.68, 0.00, 14.88], [-10.14, 2.29, 13.87], [-11.70, 4.17, 14.36], [-13.54, 3.84, 16.02], [-13.93, 1.70, 17.08], [-10.13, -0.92, 17.22], [-8.20, -2.48, 16.81], [-8.66, -4.52, 15.44], [-10.96, -5.12, 14.83], [-13.53, -1.09, 12.65], [-12.90, -1.24, 11.77], [-12.94, -0.32, 13.22], [-14.49, -0.63, 12.35]],
  "mulliken_charge": [0.291, 0.000, -0.301, -0.365, -0.482, -0.304, 2.144, -1.844, -1.633, -0.739, 2.470, -1.651, -2.038, -1.890, 2.328, -1.374, -1.567, -2.071, -0.017, 0.508, 0.390, 0.405, 0.330, 0.418, 0.287, 0.353, 0.180, 0.609, -0.625, 0.223, 0.121, 0.459, 0.302, 0.494, 0.439, 0.420, 0.366, 0.489, 0.124, -0.016, 0.553, 0.226, 0.459, 0.313, 0.208, 0.491, 0.527, -0.599, -0.642, -0.097, 0.461, -0.433, -0.676, 1.353, 0.519, -0.808, -0.541, -0.528, -0.674, -0.521, -0.344, -0.346, -0.978, -0.708, -0.785, 1.234, 0.380, 0.367, 0.207, 0.430, 0.387, 0.300, 0.344, 0.408, 0.368, 0.464, 0.515, 0.415, 0.345, 0.446, -1.139, 0.397, 0.265, 0.206]
}